C2H2N2O3 | ωB97M-V/def2-TZVPD

The strongest force on any atom comes out at 5.6 eV/A. The spin multiplicity is 3. The value obtained for the relative energy (zero: lowest compared OMol25 entry of this formula, charge and spin) is 325.38 kJ/mol. Its orbital gap (alpha / beta) is 7.097 / 9.153 eV.

CARTESIAN COORDINATES (ANGSTROEM)
C (-0.59, -1.31, -0.06)
C (-0.57, 0.03, -0.48)
N (-0.64, -2.24, 0.63)
N (1.34, 0.54, -0.05)
O (2.08, 0.41, -0.96)
O (1.39, 0.99, 1.02)
O (-1.27, 0.93, 0.26)
H (-0.55, 0.29, -1.49)
H (-1.20, 0.36, 1.14)

Here are the Mulliken charges for atoms 1 to 6, given in e:
1. C 0.480
2. C -0.573
3. N -0.433
4. N 0.903
5. O -0.430
6. O -0.420